*a*
The following is a quantum chemistry calculation of the ion C4H8NO2 with charge -1, from OMol25.

Element x y z (Å)
C1 -1.075 1.033 -0.762
N1 -0.208 -0.125 -0.662
C2 -0.657 -1.277 -1.167
O1 -1.712 -1.416 -1.777
C3 1.008 0.016 0.128
C4 0.858 0.004 1.674
O2 1.974 -0.335 2.287
H1 -0.515 1.921 -0.448
H2 -1.821 1.031 0.040
H3 -1.594 1.077 -1.715
H4 0.080 -2.080 -1.001
H5 1.654 0.771 -0.323
H6 1.579 -0.906 -0.016
H7 0.436 1.005 1.959
H8 -0.005 -0.718 1.785

Values from the calculation:
Net charge: -1
SMILES: CN(C=O)CC[O-]
Frontier orbital gap in Eh: 0.2386
E_HOMO in eV: -2.72

*b*
The following is a quantum chemistry calculation of the ion C4H8NO2 with charge -1, from OMol25.

Element x y z (Å)
C1 -1.905 0.249 -0.152
C2 -0.841 1.019 -0.910
O1 -1.186 1.924 -1.666
N1 0.435 0.802 -0.539
C3 1.008 -0.522 -0.261
C4 1.473 -0.706 1.207
O2 0.425 -0.818 2.047
H1 -2.006 -0.748 -0.610
H2 -1.585 0.057 0.874
H3 -2.905 0.662 -0.238
H4 1.044 1.501 -0.943
H5 1.750 -0.793 -1.025
H6 0.164 -1.203 -0.383
H7 2.050 0.221 1.453
H8 2.079 -1.644 1.147

Values from the calculation:
Net charge: -1
SMILES: CC(=O)NCC[O-]
Frontier orbital gap in Eh: 0.2454
E_HOMO in eV: -2.62

Of them, the most stable is *b* and the least stable is *a*.